Formula: C56H55ClFN7O13
Source: OMol25
Level of theory: wB97M-V/def2-TZVPD

Element x y z (Å)
C1 1.0528 -0.7908 0.0777
C2 1.1276 0.0630 1.4043
F1 0.0969 -0.4757 2.2602
C3 0.7696 1.5755 1.2018
C4 1.9467 2.4534 0.6883
C5 3.1235 2.6850 1.5439
C6 4.1936 3.5472 1.0480
C7 5.4084 3.8017 2.0179
C8 4.8849 4.8011 3.1410
C9 4.3543 6.1700 2.5816
N1 5.4393 7.1342 2.2072
C10 4.1807 4.2079 -0.2707
Cl1 5.4950 5.2772 -0.8510
C11 3.0145 3.9852 -1.1283
C12 1.9247 3.1029 -0.6214
C13 0.7094 2.9430 -1.6016
O1 0.1010 1.9096 -1.7614
C14 0.3660 4.2497 -2.4139
C15 -1.1589 4.5294 -2.6162
C16 -1.8960 3.4642 -3.5211
C17 -3.2912 2.9830 -2.9381
N2 -4.1573 4.0822 -2.4611
C18 -4.2631 4.1291 -0.9870
C19 -5.5918 3.5225 -0.4201
C20 -6.3081 2.4578 -1.1424
C21 -7.5229 1.9313 -0.4943
C22 -7.9912 2.4665 0.7953
C23 -7.2707 3.5260 1.5229
C24 -6.0596 4.0476 0.8789
O2 -5.3019 5.0437 1.5259
C25 1.3595 5.0646 -2.8720
C26 2.8387 4.6604 -2.5407
O3 3.7516 4.8518 -3.3051
H1 1.5490 -1.7839 0.2665
H2 -0.0313 -0.9981 -0.1551
H3 1.5019 -0.2531 -0.7945
H4 2.0897 -0.1258 1.9452
H5 -0.1636 1.6432 0.5845
H6 0.4842 1.9844 2.2190
H7 3.2029 2.2220 2.5551
H8 6.2922 4.2090 1.4725
H9 5.6186 2.8317 2.5543
H10 5.6953 5.0356 3.8936
H11 4.0487 4.3479 3.7538
H12 3.7693 6.6567 3.4244
H13 3.6343 6.0841 1.7271
H14 5.5157 7.8144 2.9738
H15 5.0397 7.6850 1.4358
H16 -1.3378 5.5977 -2.9239
H17 -1.6186 4.4447 -1.5828
H18 -1.2625 2.5607 -3.7343
H19 -2.0872 3.9331 -4.5327
H20 -3.8277 2.4994 -3.8124
H21 -3.1680 2.1545 -2.1795
H22 -3.8296 4.9916 -2.7861
H23 -3.4068 3.5345 -0.5399
H24 -4.1495 5.1802 -0.5973
H25 -5.9221 2.0627 -2.1153
H26 -8.0749 1.1083 -1.0060
H27 -8.9056 2.0539 1.2930
H28 -7.5927 3.9402 2.5047
H29 -5.7338 5.9103 1.4370
H30 1.1024 6.0011 -3.4261
C27 -3.0859 -5.7063 -1.8067
C28 -2.7896 -4.3549 -1.9403
C29 -1.4752 -3.9191 -1.8475
C30 -0.4660 -4.8468 -1.6251
C31 -0.7535 -6.1981 -1.4830
C32 -2.0706 -6.6264 -1.5742
N3 0.9260 -4.3928 -1.5513
O4 1.1390 -3.1975 -1.6617
O5 1.7919 -5.2356 -1.3873
H31 -4.1130 -6.0447 -1.8852
H32 -3.5844 -3.6408 -2.1201
H33 -1.2547 -2.8644 -1.9530
H34 0.0309 -6.9229 -1.3048
H35 -2.3068 -7.6768 -1.4681
C33 -3.9104 1.2816 4.5068
C34 -5.1226 1.5941 3.9038
C35 -6.1899 0.7119 3.9908
C36 -6.0328 -0.4783 4.6882
C37 -4.8231 -0.8030 5.2878
C38 -3.7589 0.0831 5.1942
N4 -7.1665 -1.4020 4.8034
O6 -8.2077 -1.0945 4.2493
O7 -7.0042 -2.4222 5.4497
H36 -3.0798 1.9756 4.4415
H37 -5.2364 2.5289 3.3671
H38 -7.1298 0.9653 3.5171
H39 -4.6964 -1.7325 5.8279
H40 -2.8113 -0.1584 5.6603
C39 5.0361 1.3460 -6.8893
C40 4.5541 1.6031 -8.1675
C41 3.2946 2.1607 -8.3358
C42 2.5294 2.4602 -7.2166
C43 2.9995 2.1999 -5.9364
C44 4.2588 1.6398 -5.7757
N5 1.2082 3.0728 -7.3877
O8 0.8163 3.2727 -8.5239
O9 0.5805 3.3507 -6.3811
H41 6.0230 0.9155 -6.7607
H42 5.1629 1.3713 -9.0331
H43 2.9280 2.3575 -9.3351
H44 2.4027 2.4285 -5.0623
H45 4.6370 1.4355 -4.7813
C45 5.1758 -3.0514 3.0708
C46 5.4584 -1.9494 2.2726
C47 5.6290 -0.6991 2.8502
C48 5.5185 -0.5661 4.2288
C49 5.2291 -1.6601 5.0333
C50 5.0571 -2.9067 4.4482
N6 5.7220 0.7490 4.8442
O10 5.9553 1.6917 4.1022
O11 5.6492 0.8276 6.0553
H46 5.0483 -4.0280 2.6173
H47 5.5485 -2.0662 1.1993
H48 5.8489 0.1534 2.2195
H49 5.1376 -1.5583 6.1071
H50 4.8338 -3.7680 5.0661
C51 0.2150 -12.2864 1.7484
C52 0.4790 -12.1479 0.3910
C53 -0.3488 -11.3653 -0.4014
C54 -1.4352 -10.7232 0.1782
C55 -1.7113 -10.8616 1.5319
C56 -0.8806 -11.6480 2.3174
N7 -2.2975 -9.8757 -0.6504
O12 -2.0376 -9.7904 -1.8408
O13 -3.2226 -9.3004 -0.1048
H51 0.8668 -12.8941 2.3660
H52 1.3332 -12.6483 -0.0489
H53 -0.1348 -11.2636 -1.4576
H54 -2.5603 -10.3659 1.9850
H55 -1.0844 -11.7611 3.3753

The spin multiplicity is 1. The calculation puts the total energy at -4087.8088 hartree. The SMILES is C[C@H](F)Cc1cc(CCCN)c(Cl)c2c1C(=O)C(CCCNCc1ccccc1O)=CC2=O.O=[N+]([O-])c1ccccc1.O=[N+]([O-])c1ccccc1.O=[N+]([O-])c1ccccc1.O=[N+]([O-])c1ccccc1.O=[N+]([O-])c1ccccc1. The value obtained for the LUMO energy is -0.03251 hartree.